The following is a DFT calculation (the ωB97M-V functional and the def2-TZVPD basis) of an isolated molecule of C20H24N2O5S.

Atoms and positions in Å:
C -1.1417 -3.7284 0.8646
C -2.6472 -3.5039 1.0278
C -3.0291 -2.1747 0.4487
C -3.2861 -2.0445 -0.9105
C -3.5609 -0.8095 -1.4644
C -3.5629 0.3280 -0.6652
C -3.7998 1.6580 -1.2844
O -4.7290 1.9109 -2.0204
N -2.9017 2.6473 -0.9543
C -1.7033 2.5379 -0.2535
C -1.2636 3.5845 0.5611
C -0.1123 3.4462 1.2959
C 0.6546 2.2662 1.2890
O 1.7114 2.3328 2.1200
C 2.5555 1.2307 2.3896
C 0.2401 1.2459 0.4303
S 0.9644 -0.3839 0.1770
O 0.2453 -1.0406 -0.8779
O 1.0760 -1.0959 1.4178
N 2.5392 -0.0503 -0.3661
C 2.5176 0.6426 -1.6406
C 3.9604 0.9633 -2.0381
O 4.7426 -0.2029 -2.1122
C 4.7465 -0.8949 -0.8856
C 3.3270 -1.2702 -0.4606
C -0.9030 1.4086 -0.3402
C -3.3505 0.2001 0.7048
C -3.0866 -1.0404 1.2499
H -0.8680 -3.6914 -0.1868
H -0.5792 -2.9507 1.3759
H -0.8569 -4.6966 1.2709
H -3.1892 -4.3020 0.5150
H -2.9069 -3.5386 2.0876
H -3.2640 -2.9203 -1.5422
H -3.7538 -0.7092 -2.5221
H -3.1819 3.5776 -1.2411
H -1.8361 4.4978 0.6231
H 0.2315 4.2435 1.9355
H 3.1271 0.9448 1.5047
H 3.2256 1.5811 3.1740
H 1.9913 0.3650 2.7371
H 1.9379 1.5600 -1.5205
H 2.0437 0.0155 -2.4085
H 3.9932 1.4181 -3.0291
H 4.3901 1.6573 -1.2993
H 5.3500 -1.7898 -1.0416
H 5.2069 -0.2705 -0.1050
H 3.3166 -1.7455 0.5202
H 2.8835 -1.9521 -1.1993
H -1.1563 0.6011 -1.0054
H -3.3948 1.0719 1.3421
H -2.9129 -1.1300 2.3125

Cartesian forces, eV/Å:
-0.1 -0.1 0.1
0.2 0.0 -0.1
-0.2 -0.1 0.0
0.0 0.0 0.1
0.0 0.3 0.0
-0.3 -0.4 0.1
0.0 0.2 0.0
-0.1 -0.1 -0.1
-0.3 0.5 -0.2
0.8 -0.2 0.3
0.0 -0.3 -0.1
0.2 -0.3 0.0
0.0 0.4 0.2
-0.2 0.3 -0.1
0.4 -0.3 0.3
0.4 -0.6 -0.2
0.5 0.1 0.0
-0.2 0.2 -0.2
0.1 0.1 0.1
-1.1 0.1 0.4
0.2 0.3 -0.6
-0.3 0.2 0.1
0.1 -0.1 -0.2
-0.2 -0.1 0.2
0.3 -0.4 0.0
-0.3 0.3 -0.2
-0.1 0.0 -0.2
0.0 0.0 0.0
0.1 0.0 -0.1
0.1 0.0 0.0
0.1 -0.1 0.0
-0.1 0.0 0.1
-0.1 0.0 0.0
0.0 -0.1 -0.1
0.0 0.0 -0.1
0.0 -0.2 -0.1
-0.1 0.1 0.0
0.0 0.1 0.1
0.0 0.1 0.3
0.0 -0.1 0.0
0.1 0.2 0.1
0.1 0.1 -0.2
0.1 0.1 0.0
-0.1 0.0 0.1
0.0 0.0 -0.1
-0.1 0.0 0.1
0.0 -0.1 0.0
0.2 -0.1 -0.1
0.1 0.0 0.0
-0.1 0.0 -0.1
0.0 0.1 0.0
0.0 0.0 0.1

Values from the calculation:
charge: 0
strongest force on any atom: 1.13 eV/Å
spin multiplicity: 1
LUMO energy: 0.5 eV
structure (SMILES): CCc1ccc(C(=O)Nc2ccc(OC)c(S(=O)(=O)N3CCOCC3)c2)cc1
E_HOMO: -8.29 eV